A cluster of 2 separate species, C6H8S in total at a distorted geometry, computed with ωB97M-V/def2-TZVPD.

Values from the calculation:
Kohn-Sham gap (alpha / beta)	7.5 / 7.3	eV
ΔE to the lowest compared entry with this formula, charge and spin	119.0	kcal/mol
F_max	3.367	eV/Å
charge	0
highest occupied orbital energy (alpha / beta)	-8.035 / -7.983	eV
LUMO energy (alpha / beta)	-0.574 / -0.672	eV

The geometry in XYZ format:
```
15
Properties=species:S:1:pos:R:3:lowdin_charge:R:1
S 3.31 -0.31 -0.16 0.247
C 0.03 1.97 0.48 0.134
C -1.09 -0.78 0.15 -0.149
C 0.25 -0.61 0.94 -0.191
C 0.81 0.70 0.43 -0.186
C -1.05 0.14 -1.11 -0.116
C -0.17 1.17 -0.57 -0.129
H -0.59 -0.38 -1.95 0.123
H -1.27 -1.82 -0.12 0.108
H 0.94 -1.43 0.72 0.064
H -0.07 2.92 0.94 0.094
H 0.08 -0.59 2.01 0.111
H -1.91 -0.44 0.79 0.112
H -2.04 0.49 -1.40 0.114
H 2.78 -1.03 -1.14 -0.336
```